Density functional theory data (wB97M-V/def2-TZVPD) for a structure of composition C42H63ClCsIN8O4SSe in a non-equilibrium geometry.

The calculation puts the LUMO energy at 2.99 eV. The HOMO energy comes out at -1.553 eV. As for the electronic energy: -5955.099816 Eh. The net charge is -2.

```
122
Properties=species:S:1:pos:R:3:forces:R:3:lowdin_charge:R:1
Cs 0.95237 1.34230 2.11622 -0.423 0.557 -1.653 1.153
C 6.54192 -2.64061 2.11450 -0.024 0.006 0.025 -0.048
C 5.53044 -3.53733 1.38709 -0.006 -0.011 0.009 -0.555
C 6.21990 -4.24262 0.21137 0.010 0.006 0.016 -0.049
C 5.03419 -4.59368 2.37600 0.011 0.020 -0.021 -0.066
C 4.38419 -2.68828 0.84460 -0.005 -0.030 -0.026 -0.162
C 3.05057 -2.99653 1.04986 0.047 0.035 0.038 0.009
C 2.06603 -2.15295 0.54755 0.005 0.024 0.025 -0.123
N 2.33178 -1.04763 -0.13551 -0.138 0.011 -0.016 0.130
C 3.61129 -0.75585 -0.36408 0.030 -0.007 0.073 -0.216
C 4.65461 -1.54356 0.09640 0.023 0.030 0.008 0.026
C 3.88596 0.50120 -1.11823 -0.003 -0.028 -0.016 -0.197
C 4.89571 0.55212 -2.07323 -0.005 -0.010 -0.001 0.032
C 5.14668 1.73044 -2.76774 0.028 0.017 0.000 -0.165
C 4.35326 2.82368 -2.44356 -0.027 -0.022 -0.031 -0.021
C 3.36993 2.68623 -1.47177 0.050 -0.028 -0.004 -0.122
N 3.12901 1.55638 -0.82132 -0.046 0.042 0.132 0.145
C 6.28089 1.80940 -3.78772 0.007 0.014 0.014 -0.558
C 7.60809 1.88577 -3.01786 -0.019 -0.016 -0.016 -0.046
C 6.15577 3.04681 -4.67968 0.003 -0.018 0.014 -0.069
C 6.29007 0.56978 -4.68962 -0.020 0.007 -0.008 -0.055
H 7.30820 -3.25527 2.59455 0.006 -0.002 -0.016 0.079
H 6.04154 -2.04554 2.88049 0.008 -0.003 0.001 0.095
H 7.04471 -1.95557 1.43074 -0.017 0.010 0.003 0.072
H 7.05640 -4.85090 0.56804 -0.002 0.006 -0.002 0.079
H 6.60428 -3.51654 -0.50759 0.005 -0.006 0.001 0.077
H 5.51564 -4.89314 -0.31068 0.007 -0.002 -0.004 0.089
H 5.88740 -5.14387 2.78006 -0.003 -0.004 -0.003 0.079
H 4.36872 -5.31324 1.89703 -0.011 0.002 0.007 0.083
H 4.49970 -4.13025 3.20710 -0.001 -0.016 0.001 0.091
H 2.74538 -3.86144 1.62075 -0.017 -0.003 -0.008 0.100
H 1.01446 -2.38559 0.69408 -0.002 -0.010 -0.030 0.016
H 5.67519 -1.23010 -0.08654 -0.008 0.001 -0.016 0.109
H 5.45956 -0.34758 -2.28176 -0.002 -0.006 0.023 0.110
H 4.46312 3.77765 -2.93881 0.005 0.009 0.015 0.072
H 2.74455 3.52758 -1.19372 0.006 0.001 0.000 0.076
H 7.62330 2.76234 -2.36746 0.010 -0.003 0.000 0.088
H 8.45045 1.95274 -3.71237 -0.006 -0.004 0.002 0.080
H 7.74433 1.00119 -2.39319 0.007 0.005 0.000 0.082
H 6.26499 3.96939 -4.10795 -0.007 0.005 -0.006 0.078
H 5.18987 3.07024 -5.18782 0.006 0.012 -0.002 0.092
H 6.94243 3.03129 -5.43752 0.000 0.003 0.003 0.079
H 6.47685 -0.34469 -4.12718 -0.009 0.001 -0.003 0.072
H 7.08040 0.66456 -5.43855 -0.002 -0.001 0.000 0.079
H 5.33526 0.45934 -5.20652 0.005 -0.007 -0.001 0.095
O 0.14786 -0.21494 -2.58409 -0.117 0.064 -0.049 -0.100
H -0.64419 0.28226 -2.33825 -0.027 -0.031 0.013 -0.056
H 0.22022 -0.88142 -1.88910 0.133 0.047 0.046 -0.007
N -1.59953 2.41803 2.48852 -0.911 0.412 0.099 -0.081
C -2.66925 2.37515 2.94940 0.059 -0.096 -0.140 -0.427
N -3.80446 2.34106 3.58281 -0.070 0.100 0.547 0.049
C -4.96283 2.16596 3.03199 0.048 -0.017 -0.398 -0.455
N -6.02860 2.03462 2.57098 0.001 -0.020 0.017 0.071
N -0.95817 5.55225 -1.03248 0.040 0.035 0.025 0.158
C 0.01326 4.60922 -1.19398 -0.097 -0.075 -0.087 -0.700
O 0.69968 4.21637 -0.27841 0.085 0.034 0.116 0.023
C 0.21492 4.11671 -2.61083 0.068 0.072 -0.050 -0.575
I 1.54102 5.46867 -3.63929 -0.032 -0.045 0.013 0.755
H -1.21174 5.78667 -0.08723 0.001 -0.006 0.004 0.112
H -1.59596 5.76593 -1.77712 -0.005 -0.057 -0.016 0.089
H -0.69851 4.08528 -3.19222 -0.016 -0.004 0.018 -0.003
H 0.69921 3.14607 -2.60115 0.012 0.001 0.018 0.047
C -4.34391 -6.84431 3.88993 0.028 0.030 -0.051 -0.081
C -3.64904 -5.95831 2.88590 -0.034 -0.034 0.019 -0.306
C -2.50163 -5.25114 3.21133 0.016 0.020 -0.001 -0.043
C -1.85502 -4.42525 2.29512 -0.074 -0.034 -0.007 -0.314
C -0.61444 -3.69821 2.72578 0.000 -0.030 0.025 -0.107
C -2.35811 -4.28340 0.98447 0.074 0.040 0.017 -0.601
Se -1.46979 -3.15837 -0.27687 -0.068 -0.070 -0.060 0.534
C -3.52504 -5.00409 0.64831 0.012 -0.014 0.052 -0.317
C -4.12099 -4.94056 -0.73168 -0.020 0.005 0.011 -0.111
C -4.14017 -5.81714 1.59464 -0.014 0.033 0.005 -0.051
H -3.87718 -6.75958 4.87275 -0.003 -0.002 -0.002 0.062
H -4.30536 -7.89634 3.59163 -0.006 -0.003 0.014 0.066
H -5.39801 -6.57465 3.99558 -0.001 -0.009 0.012 0.067
H -2.09586 -5.33528 4.21667 0.005 0.010 -0.006 0.101
H -0.41221 -3.86593 3.78627 0.003 0.001 -0.008 0.068
H -0.70707 -2.62625 2.54101 0.004 0.008 -0.008 0.059
H 0.24595 -4.03544 2.14110 -0.005 0.018 -0.004 0.053
H -3.91734 -3.97838 -1.19676 -0.006 0.026 0.003 0.005
H -5.19979 -5.11355 -0.69589 0.007 -0.040 0.005 0.064
H -3.67377 -5.70088 -1.37976 0.028 0.035 -0.022 0.075
H -5.04372 -6.35448 1.31232 0.002 0.009 -0.014 0.105
C -6.06465 5.52854 -2.34939 -0.015 -0.002 0.041 -0.117
C -6.49110 5.64912 -0.88712 0.034 -0.001 -0.027 -0.258
C -5.34371 5.69166 0.12621 0.003 -0.019 -0.041 -0.202
C -4.72489 4.34320 0.46867 0.030 -0.009 -0.001 -0.197
N -4.02567 3.78483 -0.67527 0.001 0.063 -0.081 -0.014
C -3.59196 2.50189 -0.81547 0.131 0.000 0.124 -0.800
S -2.43259 2.18846 -2.01670 -0.098 -0.003 -0.088 0.676
N -4.10831 1.58729 -0.01046 -0.017 0.002 -0.073 0.037
C -3.79180 0.16099 -0.06172 0.036 0.000 -0.025 -0.195
C -4.58529 -0.61119 -1.10562 -0.039 0.040 0.040 -0.204
C -6.07590 -0.78258 -0.81597 -0.002 0.036 -0.013 -0.253
C -6.91136 0.49884 -0.89033 0.023 -0.020 0.024 -0.118
H -6.93465 5.56609 -3.00810 0.005 0.005 -0.008 0.063
H -5.53644 4.59602 -2.54051 -0.002 0.006 -0.003 0.059
H -5.40590 6.35710 -2.62649 0.013 -0.017 -0.005 0.067
H -7.15415 4.81842 -0.62819 -0.013 0.011 0.006 0.109
H -7.07835 6.56542 -0.77470 -0.036 -0.018 0.014 0.096
H -5.71550 6.11060 1.06403 0.026 0.030 0.004 0.109
H -4.56287 6.37566 -0.23358 -0.007 0.018 0.026 0.105
H -5.51798 3.66835 0.79002 -0.021 -0.005 0.006 0.085
H -4.03924 4.45782 1.31739 -0.029 -0.054 0.034 0.118
H -3.44272 4.41979 -1.19516 -0.021 -0.002 -0.013 0.071
H -4.80051 1.87040 0.67126 0.000 -0.025 0.076 0.061
H -3.97907 -0.24326 0.93470 0.008 0.026 0.011 0.129
H -2.72748 0.05354 -0.26439 0.003 -0.011 0.044 0.078
H -4.11158 -1.59290 -1.16389 0.030 -0.043 -0.044 0.068
H -4.44601 -0.12624 -2.07724 0.016 -0.021 -0.004 0.098
H -6.20168 -1.24075 0.17038 -0.006 -0.022 -0.017 0.108
H -6.47102 -1.49921 -1.54252 -0.008 -0.021 0.018 0.096
H -6.78295 1.12512 -0.00625 0.011 -0.006 -0.011 0.038
H -7.97674 0.26405 -0.96035 0.007 0.001 0.004 0.060
H -6.63704 1.08779 -1.77054 -0.014 0.005 0.002 0.069
Cl 1.82187 -0.30548 6.95937 0.027 0.000 0.012 0.507
C 2.70747 -0.73499 5.46278 0.047 -0.027 -0.143 -0.504
C 2.55042 0.26702 4.29533 0.357 -0.120 0.607 -0.912
O 2.29231 1.45341 4.56167 0.164 -0.066 0.203 -0.202
O 2.73229 -0.24947 3.16743 0.797 -0.698 0.586 -0.294
H 2.37193 -1.71722 5.14504 -0.035 -0.002 0.031 0.060
H 3.76307 -0.78213 5.72579 0.002 -0.032 0.003 0.064
```
Positions in Å, forces in eV/Å.